Here is a structure of composition C3H8BBr2Na6O3 from the Open Molecules 2025 dataset. Energies are from the ωB97M-V functional and the def2-TZVPD basis.

Positions of all 23 atoms, in Å:
Na 1.1142 -1.0228 -1.3213
Na -0.2432 1.9475 2.7141
Na 3.5404 3.1131 0.0305
Na 4.2266 -0.4921 0.0377
Na -0.0362 -1.5679 2.4499
Na 3.7255 1.1915 2.8147
C 1.5507 1.0927 0.6352
O 1.8136 1.9383 1.5310
O 0.6817 0.2696 0.9608
O 2.1540 1.0214 -0.4391
B 0.1514 -2.8019 0.2639
H -0.1689 -3.2760 1.1787
H -0.5740 -2.1332 -0.1731
H 1.0310 -2.2597 0.5745
H 0.4246 -3.5083 -0.5046
Br -1.8024 -0.6774 -3.0301
C -1.7011 0.9115 -1.6891
C -3.0357 0.7702 -0.9646
Br -3.4531 2.3118 0.2881
H -1.6242 1.9016 -2.1384
H -0.8277 0.8269 -1.0424
H -3.0821 -0.2205 -0.5125
H -3.8651 0.6637 -1.6637

Calculated values
energy above the lowest of the compared OMol25 structures with the same formula, charge and spin = 41.1 kcal/mol
charge = +3
Kohn-Sham gap = 4.81 eV
multiplicity = 1
LUMO level = -12.43 eV

Here is a structure of composition C45H49N6O2PSiW from the Open Molecules 2025 dataset. Energies are from the ωB97M-V functional and the def2-TZVPD basis.

Positions of all 105 atoms, in Å:
W 0.4006 0.3121 0.7527
C 0.2672 -4.1506 0.7526
C 0.1571 -2.8094 1.1449
N 0.2905 -1.8108 0.2908
C 0.5673 -2.0740 -1.0279
C 0.7442 -3.3913 -1.4847
C 0.5642 -4.4375 -0.5510
C 1.1361 -3.6113 -2.8249
C 1.3684 -2.5364 -3.6318
C 1.1777 -1.2135 -3.1811
C 0.7354 -0.9520 -1.9000
N 0.5033 0.2808 -1.2990
C 0.4948 1.5215 -1.9389
C 0.2977 1.7824 -3.2769
C 0.3552 3.1028 -3.7729
C 0.6047 4.1666 -2.9548
C 0.7501 3.9505 -1.5640
C 0.9562 4.9951 -0.6328
C 1.0412 4.7171 0.7035
C 0.9012 3.3910 1.1316
N 0.7136 2.3919 0.2830
C 0.6630 2.6427 -1.0648
H 0.1547 -4.9313 1.4919
H -0.0175 -2.5395 2.1771
H 0.6910 -5.4622 -0.8788
H 1.2768 -4.6233 -3.1799
H 1.7082 -2.6895 -4.6474
H 1.4042 -0.4095 -3.8620
H 0.0671 0.9855 -3.9657
H 0.2031 3.2626 -4.8320
H 0.6679 5.1734 -3.3454
H 1.0414 6.0125 -0.9941
H 1.2014 5.4948 1.4360
H 0.9450 3.1330 2.1837
O 1.9057 1.4577 3.6697
C 2.1779 0.5743 2.9007
O 1.2872 -0.3417 2.4691
C 3.5188 0.4135 2.2167
P 3.0295 0.2311 0.4540
C 3.7222 1.5790 -0.5291
C 4.2107 2.7458 0.0545
C 4.6003 3.8142 -0.7419
C 4.5088 3.7264 -2.1223
C 4.0196 2.5681 -2.7118
C 3.6206 1.5046 -1.9208
C 3.7786 -1.3336 -0.0815
C 4.6291 -1.4600 -1.1748
C 5.1454 -2.7039 -1.5111
C 4.8257 -3.8232 -0.7581
C 3.9902 -3.6991 0.3446
C 3.4655 -2.4623 0.6795
H 3.9846 -0.5189 2.5380
H 4.1918 1.2363 2.4333
H 4.2901 2.8395 1.1291
H 4.9857 4.7127 -0.2784
H 4.8242 4.5573 -2.7395
H 3.9471 2.4944 -3.7890
H 3.2274 0.6101 -2.3891
H 4.9146 -0.5948 -1.7573
H 5.8138 -2.7921 -2.3571
H 5.2412 -4.7875 -1.0187
H 3.7564 -4.5646 0.9512
H 2.8223 -2.3693 1.5475
C -4.5003 0.6709 0.0728
Si -2.8080 0.8620 -0.7252
C -2.8323 2.5333 -1.5698
C -2.5426 -0.5153 -1.9711
N -1.6171 0.6614 0.5488
C -1.7628 1.3340 1.7828
C -2.0743 2.7054 1.8839
C -2.0745 3.3309 3.1113
C -1.7207 2.6316 4.2695
C -1.4065 1.2920 4.1891
C -1.4652 0.6360 2.9577
H -5.2807 0.9342 -0.6453
H -4.6088 1.3330 0.9350
H -4.6928 -0.3502 0.4085
H -3.2314 2.4200 -2.5815
H -1.8531 3.0017 -1.6614
H -3.4920 3.2246 -1.0404
H -3.5016 -0.8842 -2.3447
H -1.9950 -1.3555 -1.5397
H -1.9759 -0.1705 -2.8380
H -2.3007 3.2659 0.9846
H -2.3271 4.3817 3.1753
H -1.6949 3.1419 5.2224
H -1.1213 0.7438 5.0769
H -1.2908 -0.4341 2.9056
N -5.5522 -3.4338 1.6773
C -5.2241 -2.3282 2.6485
C -3.7214 -2.3375 2.9122
N -2.9201 -2.2850 1.7084
C -3.2775 -3.2882 0.7327
C -4.7659 -3.3139 0.3964
H -6.5526 -3.4343 1.4747
H -5.3436 -4.3350 2.1144
H -5.8066 -2.4959 3.5531
H -5.5442 -1.3994 2.1784
H -3.4628 -3.2438 3.4739
H -3.4816 -1.4883 3.5515
H -2.8230 -1.3508 1.3226
H -2.9809 -4.2751 1.1101
H -2.7201 -3.1244 -0.1890
H -5.0321 -4.1597 -0.2359
H -5.0891 -2.3895 -0.0808

Calculated values
energy above the lowest of the compared OMol25 structures with the same formula, charge and spin = 0.0 kcal/mol
charge = +2
Kohn-Sham gap (spin up / spin down) = 6.69 / 6.58 eV
expectation value of S² = 2.02
multiplicity = 3
LUMO level (spin up / spin down) = -4.86 / -5.24 eV

Here is a structure of composition C28H56O35PtS5 from the Open Molecules 2025 dataset. Energies are from the ωB97M-V functional and the def2-TZVPD basis.

Positions of all 125 atoms, in Å:
Pt 0.3894 -2.2694 -1.7281
S 0.3724 1.0075 -0.0966
O -0.2650 1.4454 1.1278
O 1.0925 2.0689 -0.7992
O 1.2411 -0.1411 0.1430
O -0.5630 0.3511 -1.0454
C -1.5185 2.7206 -6.2447
C -0.9385 1.5406 -5.3615
O -1.1744 0.4646 -6.2905
C -0.7767 -0.7636 -6.0623
O -0.1147 -1.2120 -5.1096
O -0.9166 -1.4367 -7.1842
C -0.6406 -2.8469 -7.2953
H -2.5875 2.5405 -6.3578
H -0.9112 2.8267 -7.1436
H -1.3671 3.7124 -5.8187
H -1.4857 1.4275 -4.4256
H 0.1211 1.4221 -5.1349
H -1.4256 -3.3866 -6.7657
H 0.2830 -3.1778 -6.8204
H -0.4567 -3.1269 -8.3325
C 0.8016 -8.3579 2.1557
C 1.7549 -7.1559 1.8662
O 1.4068 -5.9585 2.6665
C 0.7619 -4.9742 2.2114
O 0.6028 -4.5981 1.0453
O 0.1335 -4.3061 3.2297
C -0.4809 -3.0526 3.1042
H 1.1745 -9.3470 1.8900
H -0.1776 -8.2940 1.6811
H 0.4712 -8.4357 3.1914
H 1.6763 -6.8616 0.8197
H 2.7654 -7.5277 2.0357
H 0.3397 -2.3497 3.2480
H -1.3057 -2.9980 3.8147
H -0.8535 -2.6743 2.1523
C -5.4491 -6.5901 1.5786
C -5.6052 -5.4534 0.5349
O -4.3094 -5.0059 0.1216
C -4.1732 -3.9579 -0.8572
O -3.1147 -3.6852 -1.3442
O -5.3900 -3.4766 -1.2045
C -5.5805 -2.3769 -2.0545
H -4.8285 -7.3995 1.1940
H -6.4621 -6.9305 1.7931
H -4.9180 -6.3260 2.4931
H -6.3472 -4.6961 0.7879
H -6.1341 -5.9966 -0.2482
H -5.6503 -2.7360 -3.0813
H -4.7998 -1.6255 -1.9357
H -6.4529 -1.7886 -1.7702
C -5.3968 -2.6407 6.3276
C -5.2025 -1.5318 7.3354
O -4.9436 -0.2850 6.6941
C -3.7354 0.1949 6.5877
O -2.6564 -0.3438 6.9444
O -3.8558 1.4499 6.1721
C -2.6999 2.2546 6.1147
H -5.6773 -3.6207 6.7136
H -4.4220 -2.8115 5.8708
H -6.0634 -2.3456 5.5173
H -4.4237 -1.6116 8.0939
H -6.0860 -1.4706 7.9709
H -2.1930 2.3669 7.0732
H -2.8459 3.2207 5.6316
H -1.9910 1.8766 5.3781
C 6.0595 -2.0859 -6.6996
C 5.1247 -2.2943 -5.4983
O 5.7549 -1.9584 -4.2723
C 5.0316 -1.8707 -3.1889
O 3.7881 -2.2329 -3.0265
O 5.9393 -1.5421 -2.2363
C 5.4310 -1.0446 -1.0193
H 5.4648 -2.1274 -7.6121
H 6.9008 -2.7748 -6.7763
H 6.4182 -1.0572 -6.7348
H 4.6833 -3.2900 -5.4552
H 4.2156 -1.7001 -5.5903
H 4.6965 -1.7564 -0.6426
H 4.9299 -0.0973 -1.2183
H 6.1559 -0.9617 -0.2095
C -4.4066 3.2320 0.3149
C -3.4753 4.3041 -0.2091
O -4.3208 5.2944 -0.9112
S -5.8332 4.6217 -1.3509
O -5.7589 4.0461 -2.6814
O -6.8891 5.5967 -1.0501
O -5.6895 3.5090 -0.0994
H -4.5425 3.3986 1.3835
H -4.0488 2.2631 -0.0333
H -2.7439 3.8931 -0.9050
H -3.0853 4.9417 0.5844
C 4.4093 -0.3406 5.4510
C 3.3765 0.6185 4.9895
O 3.9183 1.8833 5.3526
S 5.5103 1.8404 5.7974
O 5.5923 1.8615 7.2535
O 6.3520 2.7280 5.0045
O 5.6256 0.2690 5.1370
H 4.2928 -1.1696 4.7529
H 4.3478 -0.8480 6.4137
H 2.4056 0.5113 5.4733
H 3.3244 0.4884 3.9086
C 2.0160 5.3518 2.2993
C 3.4830 5.2049 1.8632
O 4.1983 6.1810 2.5678
S 3.3622 7.0228 3.7581
O 3.5914 8.4288 3.5236
O 3.7192 6.4893 5.0729
O 1.9060 6.4229 3.2712
H 1.6613 4.4253 2.7509
H 1.3625 5.5659 1.4536
H 3.6488 5.2366 0.7863
H 3.9705 4.2904 2.2008
C 2.8951 6.8551 -4.3635
C 2.4899 5.4014 -4.2498
O 2.7269 4.7705 -5.5486
S 3.2460 5.8530 -6.6660
O 2.4701 5.8483 -7.9459
O 4.6809 5.8288 -6.8162
O 2.7364 7.1670 -5.6868
H 3.9678 6.9303 -4.1855
H 2.3127 7.5327 -3.7391
H 1.4446 5.2650 -3.9724
H 3.1345 4.8465 -3.5682

Calculated values
Kohn-Sham gap (spin up / spin down) = 7.02 / 6.75 eV
expectation value of S² = 2.04
multiplicity = 3
LUMO level (spin up / spin down) = -3.11 / -3.25 eV

Please write out number 1 again, unchanged.
Here is a structure of composition C3H8BBr2Na6O3 from the Open Molecules 2025 dataset. Energies are from the ωB97M-V functional and the def2-TZVPD basis.

Positions of all 23 atoms, in Å:
Na 1.1142 -1.0228 -1.3213
Na -0.2432 1.9475 2.7141
Na 3.5404 3.1131 0.0305
Na 4.2266 -0.4921 0.0377
Na -0.0362 -1.5679 2.4499
Na 3.7255 1.1915 2.8147
C 1.5507 1.0927 0.6352
O 1.8136 1.9383 1.5310
O 0.6817 0.2696 0.9608
O 2.1540 1.0214 -0.4391
B 0.1514 -2.8019 0.2639
H -0.1689 -3.2760 1.1787
H -0.5740 -2.1332 -0.1731
H 1.0310 -2.2597 0.5745
H 0.4246 -3.5083 -0.5046
Br -1.8024 -0.6774 -3.0301
C -1.7011 0.9115 -1.6891
C -3.0357 0.7702 -0.9646
Br -3.4531 2.3118 0.2881
H -1.6242 1.9016 -2.1384
H -0.8277 0.8269 -1.0424
H -3.0821 -0.2205 -0.5125
H -3.8651 0.6637 -1.6637

Calculated values
energy above the lowest of the compared OMol25 structures with the same formula, charge and spin = 41.1 kcal/mol
charge = +3
Kohn-Sham gap = 4.81 eV
multiplicity = 1
LUMO level = -12.43 eV

Question: Which of these has the lowest multiplicity?
Answer: C3H8BBr2Na6O3